Arrangement a

Below is an isolated molecule of C3H7NO2, with properties calculated with ωB97M-V/def2-TZVPD.

Geometry (Å):
O 1.381 -0.193 1.526
C 1.769 0.201 0.424
N 1.008 0.485 -0.653
C -0.635 0.386 -0.723
C -1.336 -0.667 0.108
O -1.048 -0.603 1.450
H 2.866 0.311 0.337
H 1.602 0.833 -1.413
H -0.987 1.349 -0.334
H -0.944 0.237 -1.771
H -2.326 -0.224 -0.221
H -1.346 -1.695 -0.310
H 0.004 -0.396 1.548

Its frontier orbital gap is 10.16 eV.

Arrangement b

Below is a cluster of 2 separate species, C3H7NO2 in total, with properties calculated with ωB97M-V/def2-TZVPD.

Geometry (Å):
C 1.335 -1.532 0.059
C 0.309 0.540 -0.595
O -0.202 1.369 -1.571
C -0.564 0.082 0.443
O -0.321 -0.798 1.286
N -1.886 0.586 0.371
H 2.051 -1.028 0.702
H 1.561 -1.609 -0.987
H 0.946 -2.436 0.530
H 1.374 0.737 -0.510
H -1.174 1.305 -1.558
H -1.963 1.465 0.873
H -2.506 -0.098 0.796

Its frontier orbital gap (spin up / spin down) is 7.13 / 8.52 eV.

Arrangement c

Below is a cluster of 2 separate species, C3H7NO2 in total, with properties calculated with ωB97M-V/def2-TZVPD.

Geometry (Å):
N 1.337 -0.690 -1.690
C 1.367 -1.809 -1.232
O 1.495 -2.915 -0.854
H 0.664 0.054 -1.488
C 0.149 0.636 1.338
C -1.022 0.420 0.402
O -0.718 1.068 -0.836
H 1.070 0.238 0.900
H 0.294 1.703 1.528
H -0.027 0.128 2.291
H -1.191 -0.655 0.238
H -1.941 0.845 0.828
H -1.478 0.978 -1.425

Its frontier orbital gap is 11.25 eV.

Arrangement d

Below is a structure of composition C3H7NO2, with properties calculated with ωB97M-V/def2-TZVPD.

Geometry (Å):
O 0.245 -1.778 0.046
C 1.102 -0.892 0.596
C 1.072 0.509 0.055
O -0.270 1.463 0.184
C -1.409 1.003 -0.238
N -1.620 -0.224 -0.566
H -0.743 -1.088 -0.330
H 1.228 -0.939 1.700
H 2.182 -0.908 0.212
H 1.813 1.134 0.559
H 1.187 0.474 -1.032
H -2.235 1.724 -0.321
H -2.552 -0.477 -0.865

Its frontier orbital gap is 9.48 eV.

Winner for stability: arrangement c

Arrangement a

Below is a cluster of 2 separate species, C14H16 in total, with properties calculated with ωB97M-V/def2-TZVPD.

Geometry (Å):
C 2.547 1.319 -2.996
C 2.572 1.378 -1.406
C 2.019 0.447 -0.487
C 2.184 0.442 0.874
C 3.137 1.448 1.413
C 3.700 2.386 0.548
C 3.275 2.423 -0.812
H 3.532 1.542 -3.378
H 1.934 2.318 -3.234
H 2.077 0.499 -3.623
H 1.236 -0.276 -0.975
H 1.725 -0.297 1.584
H 3.533 1.188 2.444
H 4.496 2.967 1.090
H 3.618 3.426 -1.332
C -3.267 -3.494 0.128
C -2.891 -2.066 0.365
C -2.050 -1.884 1.501
C -1.692 -0.588 1.896
C -2.221 0.569 1.211
C -3.173 0.289 0.258
C -3.455 -1.045 -0.261
H -3.514 -3.992 1.030
H -2.764 -4.197 -0.448
H -4.311 -3.447 -0.308
H -1.549 -2.705 2.035
H -1.170 -0.419 2.718
H -1.860 1.605 1.581
H -3.569 1.286 -0.209
H -4.099 -1.123 -1.209

Its frontier orbital gap is 9.74 eV.

Arrangement b

Below is a cluster of 2 separate species, C14H16 in total, with properties calculated with ωB97M-V/def2-TZVPD.

Geometry (Å):
C 1.527 1.178 -3.287
C 0.767 2.299 -2.632
C -0.255 2.143 -1.702
C -0.852 3.117 -0.937
C -0.480 4.448 -1.204
C 0.558 4.650 -2.091
C 1.146 3.628 -2.834
H 1.194 0.887 -4.295
H 1.307 0.217 -2.833
H 2.545 1.550 -3.351
H -0.556 1.101 -1.602
H -1.727 2.890 -0.343
H -1.050 5.207 -0.693
H 0.973 5.620 -2.334
H 1.996 3.792 -3.490
C 1.716 -2.493 2.204
C 0.272 -2.835 2.311
C -0.365 -3.416 1.178
C -1.745 -3.502 1.136
C -2.582 -3.124 2.171
C -1.917 -2.767 3.324
C -0.554 -2.493 3.375
H 2.336 -2.794 1.367
H 2.208 -2.924 3.089
H 1.864 -1.437 2.445
H 0.245 -3.740 0.350
H -2.166 -3.669 0.145
H -3.650 -3.043 2.033
H -2.488 -2.505 4.210
H -0.266 -1.986 4.290

Its frontier orbital gap is 9.69 eV.

Winner for stability: arrangement b

Arrangement a

Below is a cluster of 2 separate species, C14H16 in total, with properties calculated with ωB97M-V/def2-TZVPD.

Geometry (Å):
C 3.203 -2.902 2.295
C 2.590 -2.429 1.046
C 3.398 -2.057 -0.050
C 2.782 -1.382 -1.052
C 1.413 -1.181 -1.086
C 0.575 -1.976 -0.339
C 1.274 -2.733 0.697
H 3.108 -2.221 3.135
H 4.221 -3.334 2.222
H 2.665 -3.912 2.695
H 4.449 -2.358 -0.101
H 3.283 -1.072 -1.965
H 1.066 -0.411 -1.910
H -0.509 -1.879 -0.290
H 0.692 -3.398 1.257
C -3.219 3.585 1.260
C -2.713 2.697 0.227
C -2.362 1.392 0.663
C -1.674 0.534 -0.189
C -1.334 0.971 -1.440
C -1.642 2.229 -1.845
C -2.268 3.152 -1.022
H -3.149 3.154 2.277
H -4.337 3.671 1.221
H -2.625 4.568 1.266
H -2.760 1.042 1.602
H -1.324 -0.490 0.119
H -0.866 0.510 -2.267
H -1.401 2.521 -2.815
H -2.657 4.209 -1.428

Its frontier orbital gap is 9.74 eV.

Arrangement b

Below is a cluster of 2 separate species, C14H16 in total, with properties calculated with ωB97M-V/def2-TZVPD.

Geometry (Å):
C 2.653 -3.559 0.670
C 2.756 -2.721 -0.564
C 3.901 -2.781 -1.368
C 3.990 -2.043 -2.532
C 2.946 -1.193 -2.903
C 1.785 -1.175 -2.167
C 1.740 -1.868 -0.947
H 1.645 -3.588 1.062
H 3.414 -3.298 1.408
H 2.889 -4.605 0.435
H 4.694 -3.458 -1.080
H 4.888 -2.051 -3.134
H 3.055 -0.564 -3.774
H 0.912 -0.583 -2.419
H 0.831 -1.731 -0.376
C -2.164 2.028 3.272
C -2.604 2.109 1.845
C -3.935 2.146 1.488
C -4.372 2.478 0.211
C -3.432 2.739 -0.765
C -2.080 2.665 -0.452
C -1.671 2.362 0.841
H -1.871 3.028 3.605
H -1.283 1.421 3.457
H -2.941 1.667 3.947
H -4.661 1.975 2.286
H -5.438 2.590 0.043
H -3.683 2.952 -1.793
H -1.366 2.672 -1.261
H -0.598 2.384 0.965

Its frontier orbital gap is 9.86 eV.

Winner for stability: arrangement b

Arrangement a

Below is a cluster of 2 separate species, C14H16 in total, with properties calculated with ωB97M-V/def2-TZVPD.

Geometry (Å):
C -0.392 -3.987 -0.787
C -0.042 -3.078 0.342
C 0.816 -1.934 0.133
C 1.255 -1.238 1.299
C 0.930 -1.601 2.637
C 0.225 -2.782 2.754
C -0.119 -3.465 1.639
H -1.362 -4.501 -0.673
H 0.506 -4.632 -1.077
H -0.448 -3.285 -1.593
H 1.055 -1.574 -0.796
H 1.727 -0.334 1.267
H 1.098 -1.164 3.594
H 0.018 -3.241 3.773
H -0.564 -4.518 1.684
C 1.564 2.713 -2.465
C 0.321 2.815 -1.750
C -0.794 2.019 -2.028
C -1.899 1.960 -1.187
C -1.877 2.446 0.094
C -0.655 3.082 0.507
C 0.263 3.384 -0.457
H 2.144 1.826 -2.331
H 2.162 3.713 -2.280
H 1.498 3.125 -3.628
H -0.744 1.448 -2.957
H -2.770 1.360 -1.500
H -2.621 2.292 0.801
H -0.489 3.494 1.468
H 1.213 3.995 -0.131

Its frontier orbital gap is 9.80 eV.

Arrangement b

Below is a cluster of 2 separate species, C14H16 in total, with properties calculated with ωB97M-V/def2-TZVPD.

Geometry (Å):
C 2.945 -2.873 -0.117
C 2.369 -1.868 0.878
C 1.982 -0.589 0.540
C 1.357 0.214 1.552
C 1.203 -0.232 2.841
C 1.563 -1.546 3.138
C 2.144 -2.330 2.160
H 3.878 -3.274 0.270
H 2.999 -2.639 -1.180
H 2.213 -3.689 -0.189
H 2.182 -0.060 -0.378
H 1.245 1.230 1.198
H 0.801 0.403 3.620
H 1.394 -1.981 4.114
H 2.463 -3.305 2.511
C -3.468 2.732 -0.270
C -2.418 1.966 -1.014
C -2.037 0.738 -0.508
C -1.101 -0.066 -1.227
C -0.657 0.317 -2.452
C -1.206 1.502 -3.007
C -1.897 2.397 -2.248
H -3.816 3.652 -0.748
H -3.284 3.029 0.765
H -4.355 2.094 -0.182
H -2.529 0.305 0.353
H -0.717 -0.919 -0.683
H -0.037 -0.297 -3.086
H -1.035 1.704 -4.060
H -2.181 3.385 -2.591

Its frontier orbital gap is 9.87 eV.

Arrangement c

Below is a cluster of 2 separate species, C14H16 in total, with properties calculated with ωB97M-V/def2-TZVPD.

Geometry (Å):
C 2.801 1.804 -1.242
C 2.241 0.415 -1.204
C 0.859 0.227 -1.129
C 0.267 -1.032 -1.025
C 1.106 -2.132 -1.027
C 2.482 -1.974 -1.201
C 3.058 -0.709 -1.271
H 2.048 2.541 -1.555
H 3.625 1.918 -1.940
H 3.144 2.164 -0.267
H 0.275 1.111 -0.915
H -0.806 -1.101 -0.902
H 0.773 -3.157 -0.953
H 3.081 -2.869 -1.234
H 4.132 -0.639 -1.321
C -1.872 2.287 0.288
C -1.902 0.887 0.869
C -2.887 -0.009 0.466
C -2.966 -1.268 1.004
C -2.039 -1.690 1.955
C -1.023 -0.823 2.318
C -0.965 0.469 1.796
H -0.853 2.660 0.288
H -2.506 2.933 0.900
H -2.218 2.302 -0.743
H -3.575 0.356 -0.287
H -3.740 -1.969 0.726
H -2.044 -2.712 2.313
H -0.307 -1.087 3.080
H -0.188 1.096 2.214

Its frontier orbital gap is 9.80 eV.

Winner for stability: arrangement c